Record 1
Entry from the OMol25 dataset: C20H30N6O2 in the gas phase in a non-equilibrium geometry (the ωB97M-V functional and the def2-TZVPD basis).

Its strongest force on any atom is 0.0282 Eh/bohr. The calculation puts the lowest unoccupied orbital energy at 0.01660 hartree. The HOMO-LUMO gap is 9.430 eV. The calculation puts the energy relative to the best compared isomer or geometry (same formula, charge and spin) at 0.0 kcal/mol. The HOMO energy comes out at -8.979 eV. Its total charge is 0.

Each line ends with the Löwdin charge.
CARTESIAN COORDINATES (ANGSTROEM)
C  -2.13  2.09  -5.83  -0.08
O  -0.85  1.53  -5.68  -0.08
C  -0.63  0.66  -4.66  -0.28
C  0.67  0.15  -4.57  0.01
C  1.00  -0.72  -3.56  -0.04
C  0.05  -1.11  -2.61  -0.23
C  0.46  -2.02  -1.48  -0.08
N  1.45  -1.38  -0.65  -0.06
N  2.72  -1.79  -0.65  0.04
N  3.37  -1.03  0.12  -0.03
N  2.58  -0.10  0.65  0.09
C  1.38  -0.30  0.17  -0.27
C  0.14  0.45  0.52  -0.24
C  0.36  1.97  0.46  -0.12
C  0.28  2.55  -0.96  -0.42
C  1.55  2.28  -1.76  -0.06
C  0.03  4.05  -0.88  -0.08
N  -0.36  0.07  1.84  -0.12
C  -0.94  -1.26  1.88  -0.19
C  -1.74  -1.43  3.17  -0.13
C  -0.83  -1.22  4.38  -0.25
C  -1.60  -1.39  5.69  -0.53
N  -2.57  -0.48  5.91  0.17
O  -1.37  -2.29  6.47  0.06
C  -0.16  0.15  4.26  -0.13
C  0.58  0.24  2.93  -0.18
C  -1.23  -0.61  -2.72  -0.05
C  -1.58  0.27  -3.73  -0.02
H  -2.89  1.32  -6.02  0.10
H  -2.42  2.68  -4.95  0.10
H  -2.07  2.74  -6.70  0.09
H  1.40  0.46  -5.30  0.12
H  2.01  -1.11  -3.49  0.12
H  -0.41  -2.30  -0.87  0.12
H  0.93  -2.93  -1.87  0.13
H  -0.64  0.19  -0.19  0.13
H  1.34  2.21  0.88  0.11
H  -0.41  2.42  1.08  0.12
H  -0.57  2.08  -1.48  0.12
H  2.40  2.73  -1.27  0.09
H  1.73  1.21  -1.85  0.05
H  1.46  2.69  -2.76  0.08
H  -0.02  4.48  -1.88  0.07
H  -0.91  4.27  -0.37  0.07
H  0.84  4.54  -0.34  0.08
H  -0.17  -2.05  1.83  0.13
H  -1.61  -1.38  1.03  0.12
H  -2.55  -0.70  3.18  0.12
H  -2.18  -2.43  3.20  0.13
H  -0.05  -1.99  4.38  0.15
H  -2.75  0.28  5.28  0.09
H  -3.10  -0.54  6.76  0.11
H  -0.91  0.94  4.30  0.11
H  0.54  0.30  5.09  0.13
H  1.38  -0.52  2.91  0.12
H  1.05  1.22  2.84  0.12
H  -1.99  -0.92  -2.01  0.11
H  -2.60  0.63  -3.78  0.11

Record 2
Entry from the OMol25 dataset: a molecular structure, C20H30N9S2Sn in a non-equilibrium geometry (the ωB97M-V functional and the def2-TZVPD basis).

Its strongest force on any atom is 0.0655 Eh/bohr. The calculation puts the lowest unoccupied orbital energy at -0.10650 hartree. The HOMO-LUMO gap is 7.523 eV. The calculation puts the energy relative to the best compared isomer or geometry (same formula, charge and spin) at 25.4 kcal/mol. The HOMO energy comes out at -10.421 eV. Its total charge is +1.

Each line ends with the Löwdin charge.
CARTESIAN COORDINATES (ANGSTROEM)
Sn  11.28  -12.66  -7.36  0.98
N  15.26  -13.78  -8.99  0.10
C  13.96  -13.88  -8.67  -0.82
S  13.51  -14.07  -6.98  0.48
N  13.15  -13.97  -9.75  0.02
N  11.83  -13.83  -9.40  -0.11
C  10.94  -14.01  -10.32  -0.18
C  11.31  -14.53  -11.69  -0.18
C  11.92  -15.75  -11.88  -0.05
C  12.46  -16.10  -13.13  -0.05
C  12.15  -15.26  -14.20  -0.07
C  11.35  -14.10  -14.03  -0.08
C  10.96  -13.70  -12.80  -0.03
C  9.50  -13.64  -10.00  -0.22
C  8.42  -14.46  -10.44  0.01
C  7.17  -14.10  -10.00  -0.05
C  7.03  -12.91  -9.30  -0.04
C  8.12  -12.23  -8.83  -0.13
N  9.37  -12.58  -9.20  0.00
H  15.96  -13.80  -8.30  0.08
H  15.47  -13.51  -9.92  0.10
H  12.08  -16.33  -11.01  0.10
H  12.97  -17.05  -13.30  0.11
H  12.46  -15.45  -15.23  0.11
H  11.27  -13.45  -14.91  0.12
H  10.59  -12.73  -12.62  0.11
H  8.61  -15.41  -10.90  0.11
H  6.39  -14.74  -10.28  0.10
H  6.02  -12.55  -9.22  0.11
H  8.06  -11.40  -8.18  0.10
N  14.79  -13.12  -3.61  0.01
N  13.90  -12.11  -3.31  -0.13
C  12.54  -12.11  -3.55  -0.86
N  11.91  -10.90  -3.34  0.09
S  11.83  -13.49  -4.16  0.51
H  14.60  -13.47  -4.54  -0.01
H  14.78  -13.84  -2.88  0.10
H  14.38  -11.23  -3.03  0.16
H  12.32  -10.06  -2.97  0.10
H  10.94  -10.81  -3.58  0.09
C  7.83  -17.57  -9.37  -0.05
C  8.12  -17.54  -7.87  -0.21
N  8.42  -16.20  -7.36  -0.10
C  7.38  -15.65  -6.54  -0.24
C  7.62  -15.99  -5.06  -0.05
C  9.65  -15.59  -7.38  -0.36
C  10.73  -16.58  -7.81  0.03
N  9.84  -14.35  -7.12  -0.02
H  7.36  -18.55  -9.54  0.09
H  8.81  -17.39  -9.85  0.07
H  7.14  -16.78  -9.60  0.05
H  8.91  -18.25  -7.59  0.11
H  7.25  -17.93  -7.23  0.15
H  6.43  -16.03  -6.94  0.13
H  7.33  -14.53  -6.61  0.11
H  7.97  -17.04  -4.97  0.09
H  6.87  -15.78  -4.32  0.07
H  8.49  -15.36  -4.71  0.08
H  11.65  -16.11  -7.85  0.01
H  10.42  -16.94  -8.81  0.08
H  10.79  -17.48  -7.17  0.11
H  8.98  -13.92  -6.79  0.05

Record 3
Entry from the OMol25 dataset: 5 unconnected molecules or ions with the total composition C20H30O15 in a non-equilibrium geometry (the ωB97M-V functional and the def2-TZVPD basis).

Its strongest force on any atom is 0.1008 Eh/bohr. The calculation puts the lowest unoccupied orbital energy at 0.00009 hartree. The HOMO-LUMO gap is 10.762 eV. The calculation puts the energy relative to the best compared isomer or geometry (same formula, charge and spin) at 88.8 kcal/mol. The HOMO energy comes out at -10.759 eV. Its total charge is 0.

Each line ends with the Löwdin charge.
CARTESIAN COORDINATES (ANGSTROEM)
C  -2.97  0.05  -5.84  -0.01
C  -1.88  -0.82  -6.60  -0.35
C  -0.51  -0.95  -5.99  -0.10
O  -0.27  -2.34  -5.86  0.10
C  -1.27  -2.96  -6.46  -0.48
O  -1.27  -4.21  -6.53  0.10
O  -2.26  -2.09  -6.92  0.09
H  -3.55  -0.26  -4.97  0.08
H  -3.64  0.39  -6.63  0.07
H  -2.57  1.02  -5.57  0.07
H  -1.77  -0.35  -7.58  0.15
H  -0.58  -0.48  -5.01  0.11
H  0.25  -0.44  -6.57  0.13
C  2.68  3.11  -6.11  -0.01
C  2.25  3.22  -4.64  -0.26
C  1.34  2.11  -4.03  -0.14
O  1.98  1.61  -2.96  0.07
C  3.24  2.10  -2.88  -0.55
O  4.15  1.85  -2.11  0.13
O  3.41  2.89  -3.89  0.08
H  1.79  3.43  -6.65  0.08
H  3.03  2.18  -6.56  0.09
H  3.52  3.79  -6.28  0.08
H  1.95  4.19  -4.27  0.16
H  0.96  1.31  -4.68  0.13
H  0.53  2.74  -3.66  0.13
C  -2.51  -0.53  4.01  -0.02
C  -3.40  -0.97  5.20  -0.32
C  -4.00  -2.37  5.02  -0.03
O  -3.32  -3.00  6.11  0.10
C  -2.71  -2.19  6.89  -0.63
O  -2.33  -2.39  8.02  0.15
O  -2.62  -0.99  6.34  0.10
H  -1.59  -0.03  4.31  0.06
H  -2.93  0.22  3.35  0.08
H  -2.28  -1.41  3.41  0.07
H  -4.08  -0.13  5.30  0.15
H  -3.86  -2.85  4.05  0.14
H  -5.02  -2.26  5.39  0.14
C  1.31  0.28  0.70  0.02
C  0.09  -0.26  -0.13  -0.29
C  -1.29  0.08  0.36  -0.10
O  -1.97  0.54  -0.79  0.09
C  -1.22  0.55  -1.87  -0.53
O  -1.60  0.99  -2.97  0.10
O  0.00  0.10  -1.51  0.08
H  1.09  0.07  1.75  0.07
H  1.33  1.36  0.55  0.09
H  2.25  -0.14  0.33  0.09
H  0.16  -1.35  -0.11  0.15
H  -1.13  0.94  1.02  0.14
H  -1.79  -0.79  0.79  0.14
C  1.26  0.40  5.21  -0.03
C  2.60  -0.27  5.14  -0.29
C  3.67  0.14  6.12  -0.09
O  4.26  -1.06  6.60  0.09
C  3.52  -2.09  6.22  -0.61
O  3.81  -3.19  6.56  0.17
O  2.46  -1.68  5.52  0.10
H  0.49  0.13  5.93  0.09
H  0.74  0.22  4.27  0.05
H  1.33  1.47  5.39  0.09
H  3.05  -0.11  4.16  0.15
H  3.17  0.74  6.89  0.13
H  4.50  0.74  5.75  0.14